52
Properties=species:S:1:pos:R:3 method="wB97M-V/def2-TZVPD" homo_lumo_gap_ev="4.916 / 4.915" relative_energy_kcal_mol=38.3 total_energy_ev=-140814.592 total_charge=+1 homo_ev="-10.562 / -10.562"
Ir -1.221 -0.565 0.460
Br -0.058 1.602 -0.539
C -1.380 2.147 -1.820
C -0.968 2.953 -2.834
C -1.838 3.195 -3.919
C -3.039 2.557 -3.979
C -3.480 1.719 -2.924
C -4.700 1.009 -3.023
C -5.108 0.183 -2.020
C -4.370 0.116 -0.823
C -3.210 0.822 -0.682
C -2.674 1.575 -1.764
H 0.032 3.365 -2.835
H -1.512 3.838 -4.725
H -3.676 2.666 -4.848
H -5.295 1.125 -3.920
H -6.025 -0.383 -2.111
H -4.750 -0.446 0.020
I -5.253 -1.567 4.632
C -3.515 -2.178 3.677
C -2.788 -3.272 4.117
C -1.657 -3.627 3.402
C -1.280 -2.884 2.303
N -1.963 -1.802 1.897
C -3.076 -1.474 2.571
H -3.099 -3.834 4.987
H -1.062 -4.482 3.691
H -0.413 -3.152 1.721
H -3.628 -0.622 2.211
S -2.890 3.040 2.416
C -2.756 1.881 1.421
N -2.653 0.923 0.657
F 2.412 -0.777 1.896
C 3.438 -0.543 1.085
C 4.231 0.509 1.326
F 3.955 1.303 2.345
C 5.417 0.785 0.522
C 5.793 -0.293 -0.384
C 5.007 -1.356 -0.606
F 5.368 -2.253 -1.506
C 3.701 -1.487 0.010
C 2.744 -2.346 -0.460
C 1.368 -2.050 -0.234
N 0.289 -1.717 -0.025
C 3.037 -3.491 -1.271
N 3.285 -4.425 -1.892
F 6.915 -0.174 -1.067
C 6.083 1.966 0.581
C 7.251 2.266 -0.201
N 8.157 2.575 -0.834
C 5.622 3.082 1.364
N 5.231 3.998 1.934



180
Properties=species:S:1:pos:R:3 method="wB97M-V/def2-TZVPD" homo_lumo_gap_ev=8.092 total_energy_ev=-108483.644 total_charge=+1 homo_ev=-10.555
C 2.137 0.055 3.561
C 3.050 1.147 3.017
N 4.215 1.327 3.495
C 2.581 2.060 1.914
C 2.111 1.214 0.702
C 0.676 1.544 0.343
N 0.155 0.791 -0.785
C -1.251 1.078 -0.993
O -2.014 -0.004 -0.480
C -3.345 -0.009 -0.835
C -4.018 1.066 -1.352
C -5.344 1.005 -1.709
C -5.992 2.232 -2.299
C -6.017 -0.162 -1.546
C -5.350 -1.231 -0.989
C -4.045 -1.188 -0.626
C -3.484 -2.448 -0.010
C -2.688 -3.321 -0.998
C -2.710 -2.188 1.299
C 0.991 0.958 -2.020
C 0.511 0.006 -3.130
C 0.146 -1.407 -2.647
C 1.251 -2.467 -2.642
N 2.104 -2.441 -3.844
C 0.962 2.457 -2.444
O 0.497 2.654 -3.775
O -0.636 3.511 -3.734
C 2.411 0.489 -1.575
O 3.319 0.199 -2.574
C 3.841 1.345 -3.276
C 5.078 1.040 -4.116
C 6.311 0.759 -3.226
C 4.873 -0.045 -5.212
C 3.517 -0.021 -5.930
C 5.218 -1.452 -4.664
N 2.971 1.406 -0.512
H 1.865 0.216 4.608
H 2.666 -0.898 3.527
H 1.223 -0.061 2.972
H 4.325 0.647 4.254
H 1.692 2.575 2.285
H 3.358 2.764 1.616
H 2.134 0.171 1.013
H 0.099 1.244 1.222
H 0.548 2.638 0.256
H -1.500 1.949 -0.363
H -1.508 1.361 -2.014
H -3.507 2.012 -1.495
H -5.314 2.636 -3.058
H -6.168 3.022 -1.569
H -6.906 1.966 -2.829
H -7.055 -0.251 -1.847
H -5.879 -2.171 -0.851
H -4.365 -3.038 0.269
H -2.096 -2.719 -1.678
H -3.412 -3.884 -1.588
H -2.095 -4.033 -0.422
H -1.671 -1.939 1.067
H -2.719 -3.059 1.955
H -3.110 -1.336 1.857
H 1.202 -0.020 -3.971
H -0.406 0.432 -3.540
H -0.606 -1.781 -3.348
H -0.328 -1.416 -1.667
H 1.891 -2.457 -1.754
H 0.746 -3.435 -2.626
H 1.699 -3.073 -4.530
H 2.971 -2.904 -3.593
H 1.961 2.917 -2.434
H 0.337 3.082 -1.805
H -1.319 2.979 -4.172
H 2.229 -0.448 -1.050
H 3.072 1.709 -3.962
H 4.106 2.203 -2.636
H 5.303 1.972 -4.638
H 7.079 0.208 -3.761
H 6.040 0.286 -2.279
H 6.749 1.738 -3.015
H 5.628 0.158 -5.976
H 3.028 0.953 -5.939
H 3.704 -0.249 -6.981
H 2.821 -0.779 -5.573
H 6.290 -1.632 -4.650
H 4.671 -2.235 -5.187
H 4.882 -1.477 -3.623
H 3.032 2.386 -0.791
H 3.902 1.057 -0.264
O 1.197 -5.619 -3.241
H 1.952 -6.210 -3.147
H 0.463 -6.205 -3.454
O 1.950 0.684 7.222
H 1.432 1.478 7.415
H 2.826 1.021 7.001
O -5.991 -4.748 0.340
H -5.910 -5.687 0.148
H -6.386 -4.719 1.221
O -4.995 -2.816 3.706
H -4.237 -2.946 4.285
H -4.700 -2.147 3.082
O 5.314 -0.022 6.311
H 5.655 0.283 7.159
H 6.108 -0.152 5.779
O 4.888 -4.371 -5.984
H 5.846 -4.479 -6.011
H 4.563 -4.975 -6.660
O -1.092 0.368 7.598
H -0.142 0.232 7.536
H -1.462 -0.224 6.935
O 4.158 3.047 -6.697
H 3.902 3.766 -7.291
H 3.780 3.290 -5.845
O -5.593 -0.615 -4.606
H -5.885 0.141 -5.127
H -5.816 -0.376 -3.696
O 5.406 -0.749 9.342
H 5.573 -1.676 9.144
H 4.955 -0.767 10.194
O -7.718 -0.662 1.137
H -7.280 -0.354 1.937
H -6.993 -0.825 0.515
O 8.083 0.671 6.246
H 8.788 0.566 6.895
H 8.392 1.383 5.675
O -9.174 0.258 -1.973
H -9.547 1.153 -1.917
H -9.296 -0.109 -1.090
O 1.187 1.408 9.957
H 1.965 0.863 10.132
H 0.516 0.770 9.694
O 3.923 5.542 -8.472
H 4.442 6.363 -8.529
H 4.055 5.118 -9.327
O -0.399 3.446 8.264
H -0.044 4.217 8.718
H -0.229 2.719 8.875
O -6.052 -5.618 4.988
H -5.297 -5.751 5.572
H -5.752 -4.944 4.363
O -8.571 -1.581 -4.787
H -8.699 -0.878 -4.139
H -7.628 -1.557 -4.996
O -10.228 2.955 -2.239
H -10.248 3.556 -1.486
H -9.766 3.448 -2.926
O 8.492 -3.153 -4.758
H 8.366 -2.566 -4.005
H 9.041 -2.645 -5.364
O -6.075 -8.479 5.155
H -6.393 -7.566 5.204
H -6.233 -8.841 6.032
O 1.892 8.159 -9.151
H 2.106 7.232 -9.308
H 1.421 8.153 -8.313
O 1.773 -0.782 11.272
H 1.934 -1.711 11.075
H 1.297 -0.796 12.110
O 3.735 4.483 -4.094
H 3.475 5.212 -4.670
H 3.357 4.722 -3.241
O 7.199 1.753 9.241
H 6.810 0.883 9.399
H 7.410 1.751 8.301
O -7.446 -3.862 2.797
H -7.682 -3.113 2.233
H -7.703 -3.580 3.682
O 6.122 7.032 -7.745
H 6.429 7.849 -7.339
H 6.347 6.344 -7.110
O -4.468 -0.286 4.163
H -4.767 0.629 4.216
H -4.614 -0.634 5.048
O 6.130 3.039 -0.745
H 6.925 2.539 -0.529
H 5.518 2.368 -1.054
O -10.028 -5.795 3.363
H -9.424 -5.053 3.251
H -10.032 -6.228 2.504
O -3.721 1.764 7.420
H -3.954 2.485 8.011
H -2.755 1.787 7.389



59
Properties=species:S:1:pos:R:3 method="wB97M-V/def2-TZVPD" homo_lumo_gap_ev="3.274 / 3.272" relative_energy_kcal_mol=3.6 total_energy_ev=-91268.620 total_charge=+1 homo_ev="-11.218 / -11.218"
Pt -0.605 0.108 -0.202
F 0.263 3.265 6.101
C 0.085 3.123 4.798
C -0.036 1.847 4.242
F 0.074 0.766 5.007
C -0.265 1.702 2.883
F -0.388 0.448 2.404
C -0.365 2.801 2.014
S -0.707 2.710 0.319
C -0.196 4.075 2.597
F -0.240 5.147 1.817
C 0.018 4.240 3.960
F 0.165 5.454 4.476
O 1.390 -1.763 0.630
C 2.006 -0.797 0.232
N 3.331 -0.614 0.111
C 3.662 0.705 -0.372
C 2.255 1.323 -0.509
O 1.973 2.460 -0.815
N 1.362 0.368 -0.180
C 4.476 0.698 -1.658
C 4.320 1.693 -2.618
C 5.155 1.724 -3.719
C 6.162 0.778 -3.863
C 6.313 -0.220 -2.909
C 5.479 -0.261 -1.810
C 4.553 1.498 0.573
C 4.578 2.888 0.500
C 5.419 3.605 1.329
C 6.268 2.945 2.205
C 6.260 1.559 2.260
C 5.411 0.833 1.448
H 3.999 -1.320 0.364
H 3.544 2.434 -2.503
H 5.025 2.495 -4.464
H 6.838 0.828 -4.704
H 7.096 -0.957 -3.014
H 5.622 -1.034 -1.070
H 3.928 3.400 -0.194
H 5.416 4.683 1.289
H 6.945 3.504 2.834
H 6.922 1.038 2.935
H 5.421 -0.245 1.502
O -3.505 0.968 1.142
S -3.757 0.298 -0.099
O -4.013 1.090 -1.252
N -2.365 -0.665 -0.359
C -2.636 -1.960 -0.276
S -1.385 -3.065 -0.358
C -4.051 -2.270 -0.124
C -4.651 -3.524 -0.155
C -6.035 -3.587 -0.090
C -6.806 -2.437 0.010
C -6.207 -1.181 0.060
C -4.837 -1.127 0.001
H -4.051 -4.416 -0.248
H -6.514 -4.552 -0.124
H -7.881 -2.509 0.033
H -6.790 -0.279 0.138



Number 1: largest force on an atom 0.0256 Eh/bohr, molecular weight 937.514 g mol⁻¹. Number 2: largest force on an atom 0.0303 Eh/bohr, molecular weight 1066.205 g mol⁻¹. Number 3: largest force on an atom 0.0514 Eh/bohr, molecular weight 843.714 g mol⁻¹.